No. 1
10
Properties=species:S:1:pos:R:3 method="wB97M-V/def2-TZVPD" e_homo_ev=-9.62 e_above_lowest_ev=2.676 orbital_gap_ev=9.10 total_charge=0
O 1.11 1.19 1.20
C -0.05 0.48 0.91
C -1.00 0.80 -0.19
O -1.55 1.67 -0.82
C -0.29 -0.46 -0.28
C 0.18 -1.54 -0.88
H 1.28 1.81 0.48
H -0.48 0.06 1.82
H 1.10 -1.97 -0.51
H -0.30 -2.02 -1.73

No. 2
10
Properties=species:S:1:pos:R:3 method="wB97M-V/def2-TZVPD" e_homo_ev=-10.10 e_above_lowest_ev=3.623 orbital_gap_ev=10.33 total_charge=0
O -1.88 0.70 -0.92
C -1.84 -0.21 -0.12
O -0.81 -0.49 0.67
C 0.33 0.35 0.51
C 1.43 -0.69 0.54
C 2.11 -0.45 -0.45
H -2.65 -0.93 0.09
H 0.23 1.09 -0.35
H 0.46 0.93 1.40
H 2.62 -0.29 -1.36

No. 3
10
Properties=species:S:1:pos:R:3 method="wB97M-V/def2-TZVPD" e_homo_ev=-10.63 e_above_lowest_ev=1.830 orbital_gap_ev=10.57 total_charge=0
O -2.24 -0.27 -0.21
C -1.06 0.46 -0.34
C 0.14 -0.44 -0.12
O 0.02 -1.64 -0.23
C 1.43 0.15 0.20
C 2.52 0.56 0.52
H -2.00 -1.20 -0.38
H -1.07 1.29 0.37
H -0.96 0.89 -1.35
H 3.50 0.89 0.80

No. 4
10
Properties=species:S:1:pos:R:3 method="wB97M-V/def2-TZVPD" e_homo_ev="-8.87 / -8.87" e_above_lowest_ev=4.655 orbital_gap_ev="8.51 / 8.51" total_charge=0
O -0.45 -1.41 1.61
C 0.11 -0.27 1.05
C -0.64 0.66 0.37
C -0.81 1.33 -0.69
C -0.13 0.66 -1.76
O 0.91 -0.02 -1.52
H -0.28 -1.40 2.56
H 0.74 -0.34 -0.36
H 1.02 0.11 1.53
H -0.47 0.69 -2.79

No. 5
10
Properties=species:S:1:pos:R:3 method="wB97M-V/def2-TZVPD" e_homo_ev="-8.67 / -8.53" e_above_lowest_ev=6.446 orbital_gap_ev="7.77 / 7.92" total_charge=0
O -1.97 -0.73 -0.09
C -1.30 0.47 -0.35
C 0.13 0.39 -0.74
O 0.59 -0.90 -0.73
C 1.47 -0.15 0.08
C 2.35 -0.01 0.90
H -1.29 -1.42 0.01
H -1.34 1.16 0.51
H -1.79 1.00 -1.18
H 3.16 0.19 1.58

No. 6
10
Properties=species:S:1:pos:R:3 method="wB97M-V/def2-TZVPD" e_homo_ev=-10.11 e_above_lowest_ev=0.731 orbital_gap_ev=10.77 total_charge=0
C -1.42 0.18 -0.80
C -0.30 0.59 -0.69
C -0.35 -1.70 1.33
C 1.05 1.03 -0.46
O 0.76 -1.71 1.03
O -1.48 -1.81 1.57
H -2.45 -0.07 -0.78
H 1.72 0.56 -1.32
H 1.30 0.76 0.60
H 1.18 2.17 -0.49

No. 7
11
Properties=species:S:1:pos:R:3 method="wB97M-V/def2-TZVPD" e_homo_ev=-9.05 e_above_lowest_ev=2.030 orbital_gap_ev=9.48 total_charge=0
C -0.28 0.79 0.99
C 0.62 -0.25 0.29
C -1.13 1.57 0.41
C 0.60 -0.24 -1.23
O -1.95 2.33 0.07
O -0.19 0.43 -1.81
S 0.04 -1.95 0.69
H -0.03 0.61 2.03
H 1.60 -0.22 0.73
H 1.48 -0.83 -1.77
H -0.76 -2.24 -0.40

No. 8
11
Properties=species:S:1:pos:R:3 method="wB97M-V/def2-TZVPD" e_homo_ev="-22.41 / -22.41" e_above_lowest_ev=2.198 orbital_gap_ev="8.33 / 6.75" total_charge=+3 spin_multiplicity=2
H -1.44 0.55 1.29
C -1.40 -0.34 -0.80
C -0.92 0.32 0.36
C 0.53 0.05 0.15
H -2.33 -0.16 -1.35
H 0.95 -0.84 0.64
H 1.11 0.72 -0.50
O -0.32 -0.79 -1.33
Yb 0.46 -2.45 -2.92
O 1.43 1.18 1.81
C 1.93 1.76 2.65

No. 9
11
Properties=species:S:1:pos:R:3 method="wB97M-V/def2-TZVPD" e_homo_ev=-10.08 e_above_lowest_ev=2.248 orbital_gap_ev=10.26 total_charge=0
O 1.99 1.25 -0.02
C 1.40 0.28 -0.42
C -0.06 0.05 -0.14
C -0.55 0.64 1.13
O -0.92 1.19 -0.11
C -0.71 -1.14 -0.78
O -0.10 -1.97 -1.39
H 1.91 -0.54 -0.97
H -1.32 0.15 1.72
H 0.18 1.24 1.66
H -1.82 -1.16 -0.70

No. 10
11
Properties=species:S:1:pos:R:3 method="wB97M-V/def2-TZVPD" e_homo_ev=-10.01 e_above_lowest_ev=2.575 orbital_gap_ev=10.25 total_charge=0
O -1.43 1.49 0.89
C -0.89 1.14 -0.12
C -0.08 -0.15 -0.18
C -0.31 -1.29 0.72
O -0.59 -1.38 -0.67
C 1.28 0.34 -0.59
O 1.64 1.41 -0.16
H -0.82 1.82 -1.00
H 0.52 -1.90 1.08
H -1.18 -1.27 1.38
H 1.86 -0.22 -1.35

No. 11
11
Properties=species:S:1:pos:R:3 method="wB97M-V/def2-TZVPD" e_homo_ev=-10.18 e_above_lowest_ev=2.835 orbital_gap_ev=10.81 total_charge=0
O -1.19 0.66 -1.79
C -0.19 0.06 -1.46
C 0.06 0.01 0.02
C 1.30 -0.30 0.73
O 1.11 0.99 0.16
C -1.31 0.04 0.67
O -1.93 -1.00 0.64
H 0.58 -0.25 -2.17
H 1.27 -0.22 1.82
H 2.06 -0.97 0.34
H -1.75 0.98 1.04

No. 12
11
Properties=species:S:1:pos:R:3 method="wB97M-V/def2-TZVPD" e_homo_ev=-9.73 e_above_lowest_ev=2.923 orbital_gap_ev=9.60 total_charge=0
O -0.62 1.96 0.69
C -0.87 1.15 -0.16
C -0.11 -0.15 -0.11
C -0.38 -1.34 0.72
O -0.51 -1.36 -0.70
C 1.28 0.39 -0.46
O 1.73 1.40 0.02
H -1.40 1.41 -1.10
H 0.44 -1.93 1.13
H -1.32 -1.42 1.27
H 1.78 -0.11 -1.30

No. 13
11
Properties=species:S:1:pos:R:3 method="wB97M-V/def2-TZVPD" e_homo_ev="-9.28 / -10.00" e_above_lowest_ev=5.200 orbital_gap_ev="7.08 / 9.01" total_charge=0
C -1.82 -0.25 -0.21
C -0.44 -0.07 -0.59
O -0.03 -0.94 -1.46
C 0.48 0.17 0.64
O 0.03 0.45 1.73
C 1.98 0.09 0.40
O 2.47 0.49 -0.62
H -2.16 -0.27 0.83
H -2.51 -0.53 -1.00
H -0.53 1.05 -0.89
H 2.57 -0.25 1.27

No. 14
11
Properties=species:S:1:pos:R:3 method="wB97M-V/def2-TZVPD" e_homo_ev=-9.42 e_above_lowest_ev=4.826 orbital_gap_ev=9.53 total_charge=0
O -0.07 0.48 -2.42
C 0.19 0.54 -1.26
O 1.05 1.38 -0.62
C 0.80 0.77 0.68
C -0.23 -0.15 0.04
C -1.55 -0.60 0.53
O -0.08 -1.58 0.03
H 0.40 1.50 1.39
H 1.70 0.29 1.06
H -2.17 -0.75 -0.37
H -0.05 -1.89 0.95

No. 15
11
Properties=species:S:1:pos:R:3 method="wB97M-V/def2-TZVPD" e_homo_ev=-9.19 e_above_lowest_ev=5.127 orbital_gap_ev=9.52 total_charge=0
O -0.03 -1.09 -3.10
C -0.34 -0.86 -2.03
O 1.45 -1.19 -0.47
C 0.73 -0.97 0.53
C -0.24 0.11 0.59
C -0.68 1.47 0.36
O -1.20 0.55 1.39
H 1.14 -0.03 1.26
H 0.49 -1.74 1.29
H -1.39 1.69 -0.44
H -0.10 2.29 0.75

No. 16
12
Properties=species:S:1:pos:R:3 method="wB97M-V/def2-TZVPD" e_homo_ev=-9.17 e_above_lowest_ev=3.073 orbital_gap_ev=9.41 total_charge=0
C -1.52 -1.02 -0.30
C -0.41 -0.12 0.37
C -0.08 1.22 0.09
C 1.77 -0.21 -0.27
H -1.21 -2.12 -0.05
H -0.89 -0.11 1.31
H 0.43 1.70 1.07
H -0.93 1.88 -0.48
O -2.47 -0.58 -0.90
O 1.08 0.83 -0.79
O 0.82 -0.92 0.38
S 3.39 -0.56 -0.42

No. 17
12
Properties=species:S:1:pos:R:3 method="wB97M-V/def2-TZVPD" e_homo_ev=-10.11 e_above_lowest_ev=0.632 orbital_gap_ev=10.58 total_charge=0
C -1.50 2.67 -0.43
C 1.52 -1.74 0.22
C 1.84 -0.45 0.07
C -1.82 -0.56 0.32
O -1.36 3.06 -1.50
O -1.80 2.43 0.65
O -1.69 -0.87 1.43
S -1.84 -0.22 -1.18
H 1.87 -2.22 0.99
H 0.92 -2.21 -0.54
H 2.57 -0.03 0.61
H 1.28 0.13 -0.65

No. 18
12
Properties=species:S:1:pos:R:3 method="wB97M-V/def2-TZVPD" e_homo_ev=-8.08 e_above_lowest_ev=6.209 orbital_gap_ev=8.24 total_charge=0
C 0.43 0.87 0.19
C -0.80 1.62 0.11
C 0.99 -0.36 -0.66
C 0.50 -0.63 0.71
O -1.43 -0.38 -1.38
O -0.76 -1.06 1.05
O -1.98 1.09 0.32
S -1.98 -0.53 -0.03
H 1.19 1.47 0.51
H 2.12 -0.48 -0.83
H 0.57 -0.72 -1.54
H 1.15 -0.87 1.55

No. 19
12
Properties=species:S:1:pos:R:3 method="wB97M-V/def2-TZVPD" e_homo_ev=-10.23 e_above_lowest_ev=4.354 orbital_gap_ev=9.51 total_charge=0
C -1.32 -0.45 0.14
C -0.34 0.86 -0.07
C 0.98 1.01 0.60
C 2.23 -0.06 0.34
H 0.22 -1.34 -0.24
H 0.60 1.25 1.88
H 1.39 2.14 0.16
H 3.41 -0.04 1.05
O -0.67 -1.61 -0.07
O -2.51 -0.46 0.32
O -0.88 1.71 -0.73
O 2.19 -0.91 -0.63

No. 20
12
Properties=species:S:1:pos:R:3 method="wB97M-V/def2-TZVPD" e_homo_ev=-10.57 e_above_lowest_ev=6.527 orbital_gap_ev=8.69 total_charge=0
C -2.49 -0.58 -0.55
C -0.46 0.51 0.31
C 0.93 0.39 -0.44
C 1.52 -0.94 -0.33
H -3.20 -0.52 0.33
H -2.69 -1.51 -1.27
H -2.38 0.46 -1.25
H 2.52 -0.98 -1.09
O -0.90 -0.69 -0.08
O -1.04 1.51 0.87
O 1.73 1.47 -0.52
O 1.31 -1.51 0.90

No. 21
10
Properties=species:S:1:pos:R:3 method="wB97M-V/def2-TZVPD" e_homo_ev=-9.84 e_above_lowest_ev=8.599 orbital_gap_ev=9.00 total_charge=0
C 0.48 0.20 0.70
C 0.15 1.59 0.03
C -0.83 -0.73 0.52
C -1.68 -1.35 -0.13
H 1.12 -1.36 -1.19
H 0.63 0.22 1.88
H 1.41 2.24 -0.69
H -2.15 -2.30 -0.89
O -1.17 1.73 -0.16
S 2.05 -0.24 -0.07

No. 22
10
Properties=species:S:1:pos:R:3 method="wB97M-V/def2-TZVPD" e_homo_ev=-9.16 e_above_lowest_ev=4.359 orbital_gap_ev=8.84 total_charge=0
C 3.24 -0.30 0.00
C 1.76 -0.18 -0.07
C 0.63 0.09 0.13
C -0.85 0.28 0.00
H 3.62 -0.35 1.21
H 3.96 0.76 -0.58
H 3.55 -1.37 -0.72
H -0.20 2.01 0.37
O -1.08 1.69 -0.08
S -1.93 -0.87 0.00

No. 23
10
Properties=species:S:1:pos:R:3 method="wB97M-V/def2-TZVPD" e_homo_ev=-9.91 e_above_lowest_ev=1.891 orbital_gap_ev=10.73 total_charge=0
C 1.89 0.02 -0.34
C -0.64 0.25 0.75
C -1.93 0.27 0.07
C -2.99 0.26 -0.49
H 2.73 -0.55 -0.77
H -0.18 1.23 0.56
H -0.78 0.16 1.84
H -3.90 0.28 -1.03
O 2.00 1.20 -0.12
S 0.50 -0.97 0.03

No. 24
10
Properties=species:S:1:pos:R:3 method="wB97M-V/def2-TZVPD" e_homo_ev="-6.53 / -9.13" e_above_lowest_ev=3.943 orbital_gap_ev="6.29 / 6.08" total_charge=0 spin_multiplicity=3
C -0.79 2.21 -0.78
C -0.80 1.10 0.02
C 0.14 0.05 -0.13
C 0.21 -1.25 0.59
O 0.98 0.07 -1.09
S 1.13 1.40 -2.09
H -1.53 1.09 0.95
H 0.16 -1.10 1.83
H -0.59 -1.83 0.35
H 1.08 -1.74 0.36

No. 25
12
Properties=species:S:1:pos:R:3 method="wB97M-V/def2-TZVPD" e_homo_ev=-8.11 e_above_lowest_ev=0.000 orbital_gap_ev=7.68 total_charge=0
C -1.37 1.04 -0.59
C -0.18 0.28 -0.18
C 1.00 0.84 0.11
C 1.29 -1.68 0.77
H -3.10 0.78 -1.20
H 1.18 1.94 0.09
H 1.08 -1.83 1.82
H 1.85 -2.58 0.41
O -2.35 0.23 -0.95
S -1.48 2.68 -0.64
S 2.34 -0.20 0.51
S -0.25 -1.50 -0.16

No. 26
10
Properties=species:S:1:pos:R:3 method="wB97M-V/def2-TZVPD" e_homo_ev="-8.67 / -8.68" e_above_lowest_ev=3.101 orbital_gap_ev="6.98 / 6.98" total_charge=0
C -1.00 -2.25 1.88
C -0.55 -2.47 0.80
C 0.38 2.09 -0.53
C 0.48 0.95 -1.04
P 0.56 3.30 0.60
P 0.44 -0.15 -2.32
H -1.03 -1.89 2.81
H -0.37 -2.69 -0.18
H -0.48 4.03 0.07
H 1.57 -0.91 -2.09

No. 27
9
Properties=species:S:1:pos:R:3 method="wB97M-V/def2-TZVPD" e_homo_ev=-8.50 e_above_lowest_ev=4.217 orbital_gap_ev=7.48 total_charge=0
C -0.34 -1.24 0.05
C -1.45 1.30 0.00
C 0.61 -0.13 0.08
C -0.08 1.21 0.00
S -1.81 -0.55 0.04
H -0.27 -2.14 -0.38
H 1.19 -0.22 -0.84
H 1.50 -0.27 0.90
H 0.64 2.04 0.14

No. 28
9
Properties=species:S:1:pos:R:3 method="wB97M-V/def2-TZVPD" e_homo_ev=-9.03 e_above_lowest_ev=2.362 orbital_gap_ev=9.65 total_charge=0
C -0.62 0.07 0.73
C -0.31 0.63 -0.53
C 0.19 -0.87 1.36
C 0.72 0.25 -1.35
S 1.45 -1.08 -0.16
H -1.53 0.48 1.04
H -0.98 1.45 -1.02
H 0.12 -1.44 2.28
H 0.96 0.52 -2.34

No. 29
11
Properties=species:S:1:pos:R:3 method="wB97M-V/def2-TZVPD" e_homo_ev="-12.18 / -13.89" e_above_lowest_ev=0.638 orbital_gap_ev="5.94 / 7.65" total_charge=+1 spin_multiplicity=2
C -2.23 -0.08 0.48
C -1.03 0.52 0.22
C 0.03 -0.06 -0.48
C 1.34 0.48 -0.23
O 2.39 -0.10 -0.54
Ag 4.23 -1.94 -0.46
H -2.42 -1.11 0.16
H -3.08 0.50 0.83
H -0.04 -1.10 -0.82
H 1.40 1.58 -0.10
H -0.61 1.31 0.93

No. 30
14
Properties=species:S:1:pos:R:3 method="wB97M-V/def2-TZVPD" e_homo_ev=-19.35 e_above_lowest_ev=0.000 orbital_gap_ev=9.55 total_charge=+2
C -1.39 -0.33 1.14
O -0.98 -0.72 0.02
H -1.66 -1.08 1.89
H -1.12 -1.68 -0.15
C -1.59 1.09 1.35
C -2.64 1.46 2.37
H -1.68 1.66 0.42
H -0.60 1.47 1.81
H -2.92 0.72 3.13
O -3.01 2.61 2.46
C -0.56 4.95 1.34
O 0.42 4.45 0.98
O -1.65 5.32 1.49
Ag -3.89 4.74 2.06

No. 31
15
Properties=species:S:1:pos:R:3 method="wB97M-V/def2-TZVPD" e_homo_ev="-6.37 / -10.29" e_above_lowest_ev=0.000 orbital_gap_ev="6.57 / 7.18" total_charge=0 spin_multiplicity=3
O 0.46 2.10 0.09
O -0.82 2.29 1.91
C -0.14 1.64 1.12
C -0.08 0.12 1.29
O 0.78 -0.45 0.33
C 0.77 -1.87 0.29
Ag 1.63 0.93 -1.03
H -1.10 -0.28 1.17
H 0.27 -0.12 2.31
H 1.11 -2.18 -0.70
H 1.44 -2.28 1.06
H -0.25 -2.24 0.47
O -0.31 0.40 -2.41
C -1.35 0.80 -2.75
O -2.40 1.12 -3.13

No. 32
12
Properties=species:S:1:pos:R:3 method="wB97M-V/def2-TZVPD" e_homo_ev=-8.87 e_above_lowest_ev=0.153 orbital_gap_ev=9.03 total_charge=0
B 0.91 -0.74 -0.24
C -0.54 -1.26 -0.38
C -1.39 -0.21 -0.17
C 0.76 0.89 -0.25
C -0.72 0.97 0.25
O 1.45 1.87 -0.39
O 1.97 -1.38 0.18
H -0.88 -2.28 -0.44
H -2.42 -0.12 -0.18
H -1.07 1.99 -0.14
H -0.82 1.14 1.28
H 2.75 -0.87 0.47

No. 33
12
Properties=species:S:1:pos:R:3 method="wB97M-V/def2-TZVPD" e_homo_ev="-8.24 / -8.24" e_above_lowest_ev=3.271 orbital_gap_ev="2.44 / 2.44" total_charge=+1
C 0.47 1.23 1.31
C 0.57 0.31 0.16
C -0.63 -0.22 -0.27
C -0.83 -1.33 -1.09
O -0.15 -1.66 -2.13
Ba 0.23 -3.61 -4.21
H -0.25 0.85 2.06
H 0.05 2.19 0.95
H -1.20 0.75 -0.55
H -1.62 -2.04 -0.79
O 1.73 1.44 1.93
H 1.63 2.08 2.64

No. 34
12
Properties=species:S:1:pos:R:3 method="wB97M-V/def2-TZVPD" e_homo_ev=-10.70 e_above_lowest_ev=0.111 orbital_gap_ev=10.54 total_charge=0
C 0.44 -1.32 -1.23
C -0.19 -0.09 1.50
C -0.49 0.57 0.11
C 0.38 0.22 -1.09
N 0.36 -2.45 -1.16
Br 2.28 0.87 -0.86
Br -0.29 0.93 -2.79
H -0.81 0.47 2.20
H 0.92 -0.11 1.67
H -0.60 -1.13 1.41
H -1.61 0.48 -0.02
H -0.38 1.58 0.29

No. 35
19
Properties=species:S:1:pos:R:3 method="wB97M-V/def2-TZVPD" e_homo_ev=-14.10 e_above_lowest_ev=1.247 orbital_gap_ev=4.64 total_charge=+2
Rb -3.38 -4.05 0.91
Ca -3.05 -2.13 -2.58
C -1.19 0.46 0.34
C -1.72 -0.58 -0.61
O -2.13 -1.69 -0.13
O -1.76 -0.34 -1.85
H -1.30 0.01 1.32
H -1.66 1.41 0.13
H -0.12 0.56 0.17
C 1.58 2.09 -2.11
Br 3.51 2.30 -1.87
Br 1.19 1.43 -3.93
Br 0.61 3.70 -1.57
H 1.24 1.32 -1.44
C 1.58 -0.83 2.56
Br 3.21 -0.59 1.60
Br 1.76 -0.23 4.41
Br 0.80 -2.66 2.46
H 0.82 -0.17 2.19

No. 36
12
Properties=species:S:1:pos:R:3 method="wB97M-V/def2-TZVPD" e_homo_ev=-9.53 e_above_lowest_ev=1.379 orbital_gap_ev=10.28 total_charge=0
C 1.88 1.36 -1.65
C 1.77 1.08 -0.41
C -2.36 -1.36 1.61
C -1.79 -1.07 0.45
Cl -2.44 0.23 -0.50
Cl -0.44 -1.79 -0.25
Br 2.67 -0.48 0.19
H 2.42 0.57 -2.36
H 1.52 2.33 -1.94
H -2.94 -0.55 2.05
H -1.68 -1.90 2.29
H 1.41 1.57 0.51

No. 37
12
Properties=species:S:1:pos:R:3 method="wB97M-V/def2-TZVPD" e_homo_ev=-10.55 e_above_lowest_ev=0.000 orbital_gap_ev=11.20 total_charge=0
C 0.70 -0.19 -1.31
C 0.93 0.80 0.87
C -1.39 -0.48 -0.10
C 0.31 -0.28 0.04
N 1.03 -0.38 -2.38
Cl 0.84 -1.92 0.50
Br -2.07 1.28 -0.47
H 0.30 1.67 0.73
H 1.93 0.85 0.54
H 0.83 0.59 1.97
H -2.01 -1.02 0.67
H -1.39 -0.93 -1.05

No. 38
14
Properties=species:S:1:pos:R:3 method="wB97M-V/def2-TZVPD" e_homo_ev=-8.36 e_above_lowest_ev=3.576 orbital_gap_ev=8.60 total_charge=0
C 0.14 -1.71 1.20
C -1.26 1.51 -0.51
C 0.66 -2.12 -0.19
C 0.33 0.14 0.11
N 0.00 -0.43 1.33
N -0.81 2.70 -0.39
O -2.28 1.00 -0.76
O 0.63 -0.84 -0.90
Br 1.92 1.42 0.20
H -0.14 -2.43 1.97
H 1.77 -2.46 -0.11
H 0.25 -2.77 -0.82
H 0.18 2.62 -0.31
H -1.38 3.36 -0.81

No. 39
12
Properties=species:S:1:pos:R:3 method="wB97M-V/def2-TZVPD" e_homo_ev=-9.42 e_above_lowest_ev=1.688 orbital_gap_ev=9.33 total_charge=0
O 2.87 -2.08 -0.94
Br -1.19 -2.27 -0.89
O -0.25 -0.47 1.50
C 1.73 -2.44 -0.74
C 0.81 -0.78 0.79
C 0.56 -1.75 -0.19
C -0.65 0.93 1.36
H 1.39 -3.34 -1.33
H 1.81 -0.39 1.05
H 0.07 1.51 1.95
H -1.67 1.04 1.79
H -0.70 1.29 0.31

No. 40
13
Properties=species:S:1:pos:R:3 method="wB97M-V/def2-TZVPD" e_homo_ev=-9.26 e_above_lowest_ev=0.035 orbital_gap_ev=9.65 total_charge=0
C -0.11 1.02 -0.35
C -0.89 -0.24 -0.28
C 1.14 1.07 0.49
C -0.54 -1.43 -0.76
O -0.51 1.99 -0.95
O -1.33 -2.50 -0.69
S 0.64 1.03 2.25
Br 1.13 -1.70 -1.67
H -0.22 2.05 2.18
H -1.88 -0.15 0.16
H 1.77 0.19 0.36
H 1.72 1.97 0.30
H -0.93 -3.31 -1.05